1.
Computed, not measured: one molecule with the formula C5H8OS2 in a non-equilibrium geometry, with ωB97M-V/def2-TZVPD.

Results
Total energy in hartree: -1066.81709
M in u: 148.3
Highest occupied orbital energy in eV: -8.96
Frontier orbital gap in Eh: 0.3411
Strongest force on any atom in eV/A: 4.26
E_LUMO in eV: 0.32

Cartesian coordinates (Å):
1 C -0.7592 1.3686 -0.6105
2 C -0.3655 -0.1513 -0.5992
3 C 0.9076 -0.3767 -1.3541
4 C 0.8940 -0.2388 1.4048
5 C -0.1355 -0.9259 0.5989
6 H -2.2810 1.6333 0.7050
7 H 0.1918 1.9281 -0.7628
8 H -1.3979 1.5838 -1.4710
9 H 1.1484 0.2704 -2.1806
10 H 1.0526 -1.4446 -1.7263
11 H 0.5595 0.6966 1.8316
12 H 1.2393 -0.8842 2.2801
13 H 0.2666 -1.9360 0.3370
14 O -1.2684 1.8812 0.5508
15 S 2.1944 0.1323 0.0279
16 S -1.8119 -1.0668 -0.0316



2.
Computed, not measured: one molecule with the formula C5H8OS2 in a non-equilibrium geometry, with ωB97M-V/def2-TZVPD.

Results
Total energy in hartree: -1066.80287
M in u: 148.3
Highest occupied orbital energy in eV: -7.81
Frontier orbital gap in Eh: 0.3109
Strongest force on any atom in eV/A: 3.48
E_LUMO in eV: 0.65

Cartesian coordinates (Å):
1 C 0.2130 -0.7425 -1.1450
2 C 0.0404 -0.0473 -0.0469
3 C 1.6895 -0.4269 -1.2495
4 C 1.4908 0.2580 0.1465
5 C -1.6000 0.7353 1.9977
6 O -0.6597 -1.4812 -1.8466
7 S -2.6849 0.7976 -0.9248
8 S -1.7343 -0.1933 0.4199
9 H -0.2005 -1.5876 -2.6847
10 H 2.3805 -1.3737 -1.2590
11 H 1.9579 0.3219 -1.9178
12 H 1.8228 1.3680 0.2561
13 H 1.9327 -0.2177 1.0314
14 H -2.2417 0.2586 2.7691
15 H -0.5222 0.5756 2.2814
16 H -1.8844 1.7550 2.1723



3.
Computed, not measured: a 2-piece molecular cluster, C5H8OS2 overall in a non-equilibrium geometry, with ωB97M-V/def2-TZVPD.

Results
Total energy in hartree: -1066.82680
M in u: 148.3
Highest occupied orbital energy (alpha / beta) in eV: -8.75 / -8.75
Frontier orbital gap (alpha / beta) in Eh: 0.3141 / 0.3141
Strongest force on any atom in eV/A: 3.54
E_LUMO (alpha / beta) in eV: -0.20 / -0.20

Cartesian coordinates (Å):
1 C 1.2987 -0.5834 -0.0039
2 C -1.5089 1.7431 -0.3537
3 C -0.4404 2.4486 -0.9990
4 C 1.4127 -2.4134 1.6021
5 C 0.5841 -1.3816 0.9452
6 O 2.0703 -0.4487 -0.8920
7 S -2.1062 0.2394 -0.7951
8 S 0.8380 0.3959 1.4454
9 H 0.4138 2.1843 -0.3140
10 H -0.4893 3.5858 -0.9319
11 H -0.2265 1.9953 -2.0592
12 H 2.3698 -1.9727 2.1725
13 H 1.7508 -2.9242 0.6776
14 H 0.9068 -3.1119 2.2261
15 H -0.4851 -1.5602 1.0185
16 H -1.9506 2.2791 0.5844



4.
Computed, not measured: one molecule with the formula C5H8P2 in a non-equilibrium geometry, with ωB97M-V/def2-TZVPD.

Results
Total energy in hartree: -877.83654
M in u: 130.1
Highest occupied orbital energy (alpha / beta) in eV: -8.32 / -8.31
Frontier orbital gap (alpha / beta) in Eh: 0.2836 / 0.2835
Strongest force on any atom in eV/A: 4.04
E_LUMO (alpha / beta) in eV: -0.60 / -0.60

Cartesian coordinates (Å):
1 C 0.6473 -0.5125 1.3889
2 C 1.7598 0.0498 0.6687
3 C -0.5523 -0.9634 0.9204
4 C 1.7865 0.5044 -0.6054
5 C -0.9726 -1.3147 -0.4886
6 P -0.5954 0.1311 -1.8955
7 P -1.1146 1.6996 -0.6308
8 H 0.7609 -0.5876 2.4641
9 H 2.5830 0.2158 1.3205
10 H -1.1876 -1.2925 1.7679
11 H 2.5277 1.0999 -1.0836
12 H -0.3741 -2.1236 -0.7445
13 H -1.9955 -1.5940 -0.4264
14 H -2.6137 1.8909 -1.0161
15 H -0.6592 2.7969 -1.6395



5.
Computed, not measured: one molecule with the formula C5H8S in a non-equilibrium geometry, with ωB97M-V/def2-TZVPD.

Results
Total energy in hartree: -593.38574
M in u: 100.2
Highest occupied orbital energy in eV: -8.61
Frontier orbital gap in Eh: 0.3544
Strongest force on any atom in eV/A: 2.95
E_LUMO in eV: 1.04

Cartesian coordinates (Å):
1 C -0.8960 -1.3889 -0.1479
2 C -0.7800 1.4404 0.1205
3 C 0.3713 0.6103 -0.4005
4 C 1.6407 -0.0423 -0.0037
5 C 0.3273 -0.6525 0.3852
6 H -1.1330 -2.3026 0.5430
7 H -0.7647 -1.7401 -1.1732
8 H -1.1254 2.2391 -0.5575
9 H -0.6332 1.7714 1.1499
10 H 0.3318 0.6085 -1.4412
11 H 2.3178 -0.4085 -0.8682
12 H 2.1989 0.2695 0.9318
13 H 0.2508 -0.4174 1.4600
14 S -2.1063 0.0132 0.0017



6.
Computed, not measured: one molecule with the formula C5H8S in a non-equilibrium geometry, with ωB97M-V/def2-TZVPD.

Results
Total energy in hartree: -593.46086
M in u: 100.2
Highest occupied orbital energy in eV: -8.37
Frontier orbital gap in Eh: 0.3441
Strongest force on any atom in eV/A: 2.32
E_LUMO in eV: 0.99

Cartesian coordinates (Å):
1 C 0.4646 1.2925 -0.0472
2 C -0.2037 -1.0847 0.0274
3 C -1.0249 -0.2487 1.0532
4 C -1.0062 0.8694 -0.0276
5 C -1.0319 -0.3319 -1.0350
6 H 0.7359 1.8878 0.8210
7 H 0.7355 1.8414 -0.9237
8 H -0.2075 -2.1558 -0.0111
9 H -2.0742 -0.6332 1.2163
10 H -0.4946 -0.0222 1.9701
11 H -1.8038 1.5814 0.0261
12 H -0.4995 -0.1697 -1.9853
13 H -2.0390 -0.7092 -1.1650
14 S 1.4038 -0.2875 0.0142



7.
Computed, not measured: a 2-piece molecular cluster, C5H8S overall, with ωB97M-V/def2-TZVPD.

Results
Total energy in hartree: -593.32665
M in u: 100.2
Highest occupied orbital energy in eV: -8.18
Frontier orbital gap in Eh: 0.3156
Strongest force on any atom in eV/A: 0.66
E_LUMO in eV: 0.40

Cartesian coordinates (Å):
1 C -1.8271 0.0512 0.6235
2 C -1.2700 1.1030 0.7468
3 C 0.3782 -1.8555 -0.5940
4 C -0.5236 2.3396 0.8329
5 C 1.5471 -1.0349 -0.2006
6 S 0.3184 -2.2234 -2.2304
7 H -2.3464 -0.8581 0.5671
8 H -0.7999 -2.9689 -2.1757
9 H -0.1087 2.4581 1.8335
10 H 0.2936 2.3275 0.1090
11 H -1.1724 3.1884 0.6168
12 H 2.1573 -1.6662 0.4484
13 H 2.1731 -0.6389 -1.0038
14 H 1.1805 -0.2219 0.4265



8.
Computed, not measured: one molecule with the formula C5H8S2 in a non-equilibrium geometry, with ωB97M-V/def2-TZVPD.

Results
Total energy in hartree: -991.57140
M in u: 132.3
Highest occupied orbital energy in eV: -8.41
Frontier orbital gap in Eh: 0.3360
Strongest force on any atom in eV/A: 4.09
E_LUMO in eV: 0.73

Cartesian coordinates (Å):
1 C -1.9535 -0.1875 1.1460
2 C -0.3407 -0.5838 -1.0717
3 C 1.9798 -0.3301 0.2762
4 C 1.2975 0.9883 -0.1705
5 C 0.1580 0.8063 -0.9357
6 H -2.8899 0.1864 1.6514
7 H -1.2744 0.8926 1.0183
8 H -1.7248 -1.0754 1.8549
9 H -0.5788 -0.7050 -2.1293
10 H 2.9685 -0.6351 -0.5012
11 H 2.3823 -0.5447 1.4363
12 H 1.7137 1.9544 -0.0364
13 H -0.4284 1.3956 -1.6009
14 S -2.1760 -0.5682 -0.6615
15 S 0.8667 -1.5937 -0.2758



Q: Look up the strongest force on any atom of the third one.
A: 3.54 eV/A



Q: What is the formula in the third record?
A: C5H8OS2